Formula: C22H63CrCu4N3O16P2
Source: the Open Molecules 2025 dataset
Level of theory: ωB97M-V/def2-TZVPD

Computed properties:
Spin multiplicity: 5
<S²>: 6.04
Kohn-Sham gap (spin up / spin down): 0.19848 / 0.27349 Eh
Energy: -10533.51762 Eh

Last column: Mulliken spin population.
Cartesian coordinates (Å):
Cr: 1.81679 -2.63310 1.46738  3.01
Cu: 1.79210 -3.12280 -1.86573  0.01
Cu: -2.48266 -0.57055 -0.96900  -0.05
Cu: -1.41855 -3.64549 1.31839  0.44
Cu: -1.22400 -4.55297 -1.23425  0.66
P: -0.18243 -1.27653 0.21519  0.06
O: -1.14615 -2.23853 -0.51323  -0.14
O: -0.09585 -1.75426 1.69334  -0.12
O: -0.47389 0.19132 0.07980  0.02
O: 1.29543 -1.62785 -0.17957  0.02
P: 1.59367 -4.99126 0.31805  0.08
O: 0.65468 -4.26828 1.40305  -0.02
O: 2.79405 -3.97850 0.45986  0.01
O: 0.93302 -4.92208 -1.09844  -0.04
O: 1.87222 -6.37229 0.70695  -0.01
C: -4.44982 -1.82287 3.20294  -0.01
C: -3.14541 -1.17991 2.84323  -0.01
O: -2.06658 -1.91342 3.39843  -0.01
H: -5.27766 -1.19355 2.88502  0.00
H: -4.49224 -1.97357 4.28375  0.00
H: -4.49826 -2.83672 2.79577  0.01
H: -3.11623 -0.17332 3.29779  0.01
H: -3.03300 -0.97924 1.76697  0.03
H: -1.27950 -1.70992 2.85287  0.01
C: 2.64344 1.96940 -0.23518  0.00
C: 1.72441 2.26491 -1.41363  0.00
O: 0.38178 2.43073 -1.03078  0.00
H: 3.65610 1.71494 -0.54469  0.00
H: 2.21547 1.14074 0.34268  0.01
H: 2.64977 2.80136 0.47551  0.00
H: 1.78633 1.43045 -2.12961  0.00
H: 2.04560 3.16297 -1.94298  0.00
H: 0.07803 1.62700 -0.56923  -0.01
C: -4.29449 3.43917 -0.18184  0.00
C: -3.10091 2.69900 -0.70716  0.00
O: -2.81652 1.60547 0.17450  0.01
H: -5.21124 2.89209 -0.39510  0.00
H: -4.38891 4.41290 -0.66874  0.00
H: -4.19855 3.62633 0.88803  0.00
H: -2.19103 3.28698 -0.84639  0.00
H: -3.35223 2.28262 -1.68911  0.00
H: -1.88302 1.34225 0.11993  0.00
C: 4.65175 -0.88162 -4.09179  0.00
C: 3.70776 -0.29118 -3.07558  0.00
O: 3.12100 -1.37856 -2.33258  -0.01
H: 5.18926 -0.05311 -4.56565  0.00
H: 4.13245 -1.45378 -4.85502  0.00
H: 5.41240 -1.50165 -3.61748  0.00
H: 2.92660 0.23542 -3.63085  0.00
H: 4.21598 0.36395 -2.37088  0.00
H: 2.71206 -1.02625 -1.52707  0.01
C: -0.02045 -3.00823 -5.28598  0.01
C: -0.78065 -3.04645 -4.00517  0.02
O: -0.09313 -2.22984 -3.03450  -0.09
H: -0.07439 -2.01286 -5.74220  0.00
H: -0.47601 -3.68716 -6.00883  0.00
H: 1.03983 -3.23291 -5.17689  0.00
H: -0.91125 -4.07558 -3.65017  0.03
H: -1.77358 -2.60219 -4.14460  -0.03
H: -0.53371 -2.32785 -2.16236  0.01
C: 1.12153 3.00946 3.91880  0.00
C: 0.02286 2.00749 3.47546  0.00
C: -1.06022 2.70639 2.69614  0.00
O: -1.88060 3.51662 3.51531  0.00
C: -2.89711 2.77881 4.15674  0.00
N: 0.66235 0.87371 2.78531  -0.01
H: 1.69794 2.57210 4.74038  0.00
H: 0.66216 3.88681 4.37629  0.00
H: 1.79150 3.25271 3.09349  0.00
H: -0.34141 1.66125 4.44921  0.00
H: -1.70520 1.97216 2.18165  0.00
H: -0.66772 3.35840 1.90927  0.00
H: -2.51691 2.00031 4.82638  0.00
H: -3.59836 2.38208 3.41674  0.00
H: -3.43380 3.47673 4.80418  0.00
H: 0.72090 1.21510 1.81538  0.00
H: -0.04672 0.15053 2.62378  0.00
C: -2.45132 0.64940 -5.12427  0.00
C: -1.39782 1.18918 -4.17785  0.00
C: -1.47330 2.67778 -3.94206  0.00
O: -1.70526 3.31480 -5.16558  0.00
C: -1.58312 4.70812 -5.08388  0.00
N: -1.46457 0.41862 -2.89736  0.02
H: -3.47430 0.69784 -4.74020  0.00
H: -2.20837 -0.37598 -5.41446  0.00
H: -2.50098 1.22166 -6.05361  0.00
H: -0.43767 0.92446 -4.64109  0.00
H: -0.51721 3.02704 -3.52335  0.00
H: -2.26293 2.90588 -3.21868  0.00
H: -2.34122 5.12832 -4.41316  0.00
H: -1.68674 5.09543 -6.09344  0.00
H: -0.58633 4.99343 -4.71663  0.00
H: -1.08637 -0.51116 -3.10116  0.01
H: -0.71960 0.79066 -2.30176  0.00
C: 4.38909 -0.29988 4.16536  0.00
C: 3.60765 -1.42501 3.52302  -0.01
C: 2.50256 -1.95091 4.40063  0.01
O: 1.80686 -2.90795 3.63939  0.01
C: 0.92394 -3.81900 4.31594  0.00
N: 2.91398 -0.96160 2.27410  0.03
H: 5.13652 0.11644 3.49051  0.00
H: 4.95651 -0.64020 5.03798  0.00
H: 3.71539 0.47557 4.53619  0.00
H: 4.24906 -2.24662 3.19333  0.00
H: 1.82032 -1.14383 4.70166  0.00
H: 2.90476 -2.37967 5.32448  0.00
H: -0.08489 -3.69003 3.92917  0.00
H: 0.90231 -3.59248 5.38333  0.00
H: 1.26630 -4.83678 4.15411  0.00
H: 3.58625 -0.48783 1.67788  0.01
H: 2.20967 -0.26007 2.57980  -0.02

Cartesian forces, eV/Å:
-1.833 -0.875 0.083
-0.250 -0.559 -0.026
0.026 0.298 -0.464
0.264 -0.576 -0.375
0.599 -0.292 0.780
1.590 -1.290 0.945
-0.823 1.408 -0.575
0.002 0.661 0.700
-0.520 0.203 -0.351
0.635 0.047 -0.507
-0.846 -1.775 0.148
0.130 1.412 -0.311
0.532 1.368 0.040
-0.014 1.682 -0.245
0.489 -0.647 0.297
0.164 -0.603 0.192
0.228 1.238 0.709
-0.022 -0.418 -0.461
-0.166 -0.188 -0.074
-0.052 0.279 0.031
-0.242 0.180 -0.315
-0.127 -0.066 -0.124
0.033 -0.454 -0.076
0.018 -0.109 0.202
-0.612 0.039 0.504
0.300 -0.591 -0.191
-0.307 0.628 0.098
0.047 0.086 0.010
0.203 -0.189 -0.283
0.219 0.129 -0.230
0.100 0.092 0.009
-0.103 0.062 0.047
0.338 -0.077 -0.029
-0.058 0.618 0.050
0.144 -0.630 -0.459
-0.230 -0.679 -0.155
-0.022 -0.101 0.217
0.034 -0.044 -0.055
-0.045 -0.080 0.014
-0.134 0.273 0.233
0.059 0.071 0.030
0.010 0.212 0.101
0.668 0.486 0.145
-0.345 -1.026 -0.376
-0.099 0.196 0.351
-0.109 -0.129 -0.172
-0.086 -0.057 0.010
-0.122 -0.127 0.043
-0.050 0.247 0.293
0.051 0.174 -0.107
-0.088 0.055 -0.008
0.092 0.414 -0.895
-0.188 0.478 0.519
0.149 -0.364 -0.111
-0.003 -0.009 0.146
0.136 -0.120 0.051
-0.053 -0.265 0.183
0.115 0.052 0.136
-0.078 -0.258 -0.073
-0.084 -0.054 -0.105
-0.375 -0.526 0.316
1.579 0.580 1.532
-0.975 -0.401 -0.482
0.195 0.086 0.166
-0.250 0.544 0.348
-0.988 0.566 -0.942
0.187 -0.156 -0.291
-0.018 0.211 -0.443
-0.042 0.242 0.017
-0.537 -0.282 -0.363
0.231 0.054 0.179
0.283 -0.029 0.095
0.074 -0.207 -0.285
0.037 -0.255 0.072
-0.008 0.022 -0.164
0.468 -0.191 0.209
0.227 0.001 0.435
-0.484 0.211 -0.646
-0.234 -1.216 -0.137
0.299 0.030 0.302
-0.036 -0.132 -0.388
0.285 0.080 0.084
0.490 0.057 0.484
0.164 -0.149 0.368
-0.136 -0.053 0.212
0.319 0.036 0.096
0.070 0.414 -0.015
-0.142 -0.023 0.156
-0.025 0.058 -0.078
-0.001 0.114 -0.091
-0.186 0.112 0.014
-0.103 -0.001 0.055
-0.112 0.109 -0.208
-0.231 0.175 0.028
0.297 -0.125 0.650
-0.173 0.313 -0.854
0.091 0.137 0.706
0.058 -0.606 -0.754
-0.214 0.111 0.265
0.137 -0.260 0.308
-0.195 0.120 -0.148
-0.118 -0.178 -0.075
0.024 0.132 -0.274
0.110 -0.031 0.344
0.041 0.053 -0.146
0.032 -0.193 -0.150
0.044 -0.032 -0.098
0.153 0.052 -0.043
0.016 0.005 -0.112
-0.092 -0.037 -0.095
0.095 0.020 -0.319



Formula: C33H35IrN4PS
Source: the Open Molecules 2025 dataset
Level of theory: ωB97M-V/def2-TZVPD

Computed properties:
Kohn-Sham gap: 0.23576 Eh
Energy: -2341.21786 Eh
Total charge: +1

Last column: Löwdin charge in e.
Cartesian coordinates (Å):
Ir: 0.26402 0.10834 -0.80549  1.00
C: -1.05166 3.22741 2.47012  -0.08
C: 0.26934 2.95391 2.14339  -0.09
C: 0.70501 1.64061 2.04298  -0.13
C: -0.17455 0.58288 2.27533  -0.41
C: -1.50419 0.87189 2.59256  -0.10
C: -1.93996 2.18279 2.69349  -0.07
P: 0.31328 -1.18926 2.33512  1.05
C: 0.89313 -1.29681 4.07169  -0.40
C: 0.48058 -2.41633 4.78919  -0.11
C: 0.83358 -2.57321 6.12391  -0.08
C: 1.59793 -1.60505 6.75265  -0.08
C: 2.01059 -0.48010 6.04714  -0.07
C: 1.65969 -0.32717 4.71790  -0.09
C: 1.89808 -1.12317 1.38228  -0.39
C: 3.04101 -1.62626 2.00164  -0.09
C: 4.27450 -1.64342 1.36611  -0.07
C: 4.37850 -1.11491 0.09529  -0.08
C: 3.23771 -0.64130 -0.54188  -0.16
C: 1.97207 -0.65864 0.04018  -0.31
H: -1.38645 4.25322 2.56163  0.11
H: 0.96723 3.76600 1.97949  0.11
H: 1.73948 1.43553 1.79239  0.10
H: -2.19645 0.05674 2.77514  0.11
H: -2.97026 2.39103 2.95421  0.11
H: -0.12075 -3.17173 4.29741  0.09
H: 0.50666 -3.44859 6.66924  0.11
H: 1.87161 -1.72062 7.79311  0.11
H: 2.60550 0.27874 6.53862  0.11
H: 1.98394 0.55499 4.17968  0.10
H: 2.97370 -2.01601 3.00688  0.10
H: 5.14025 -2.04405 1.87604  0.11
H: 5.33571 -1.06209 -0.40634  0.11
H: 3.41794 -0.18502 -1.51922  0.09
C: 0.17243 3.30975 -1.19172  -0.02
C: -1.17973 2.79840 -0.80443  -0.31
C: -2.25438 3.69961 -0.64555  0.00
C: -3.49801 3.23772 -0.33398  0.03
C: -3.71166 1.84955 -0.17564  -0.16
C: -4.96090 1.27629 0.14723  -0.02
C: -5.08026 -0.08201 0.25991  -0.05
C: -3.97708 -0.92733 0.04706  -0.08
C: -2.74706 -0.39877 -0.26261  -0.56
S: -1.31646 -1.39120 -0.54566  0.66
C: -2.60463 1.00540 -0.36175  -0.27
N: -1.35790 1.49447 -0.66575  -0.03
H: 0.32558 4.31093 -0.79222  0.09
H: 0.25256 3.36458 -2.27950  0.09
H: 0.97487 2.67006 -0.81759  0.06
H: -2.06346 4.75692 -0.76432  0.13
H: -4.32597 3.92365 -0.20350  0.13
H: -5.81462 1.92360 0.29929  0.12
H: -6.03572 -0.52335 0.50877  0.11
H: -4.09963 -1.99936 0.13250  0.12
C: -1.35395 -1.72388 -4.75668  -0.03
N: -0.54631 -0.72011 -4.07614  -0.14
C: -1.24238 0.51641 -3.77491  -0.04
C: 0.66494 -1.00669 -3.57738  -0.41
N: 1.17274 -0.40207 -2.50911  -0.04
N: 1.39012 -1.96515 -4.21808  -0.15
C: 1.53083 -1.94357 -5.67019  -0.03
C: 2.48042 -2.63906 -3.52930  -0.03
H: -2.34315 -1.73661 -4.29625  0.10
H: -0.90397 -2.70590 -4.64553  0.10
H: -1.46829 -1.49479 -5.81799  0.10
H: -1.80832 0.81050 -4.65942  0.10
H: -0.52441 1.30064 -3.53976  0.08
H: -1.93307 0.38910 -2.94068  0.06
H: 2.15449 -0.63045 -2.42040  0.01
H: 0.76376 -1.32417 -6.12299  0.08
H: 1.45226 -2.95444 -6.07064  0.10
H: 2.50944 -1.53632 -5.93933  0.10
H: 3.43029 -2.10167 -3.62987  0.10
H: 2.60578 -3.62576 -3.97348  0.10
H: 2.24407 -2.76527 -2.47425  0.10

Cartesian forces, eV/Å:
1.002 0.704 0.434
0.068 0.013 -0.006
-0.006 0.087 0.034
0.047 0.035 -0.070
-0.053 -0.115 -0.046
0.023 0.032 0.081
-0.007 -0.022 0.039
0.110 -0.125 -0.078
-0.081 0.044 -0.008
0.033 -0.017 -0.022
0.006 -0.015 0.010
0.002 -0.005 0.009
0.026 0.017 0.031
-0.006 0.026 -0.025
0.074 -0.106 0.000
-0.056 -0.020 -0.080
0.008 0.027 -0.094
0.031 -0.039 0.132
0.254 0.373 -0.359
-0.448 -0.244 0.343
-0.002 -0.002 -0.005
0.002 0.009 0.012
0.012 0.003 0.060
0.010 0.001 -0.009
0.002 -0.002 -0.002
-0.015 0.005 -0.004
0.001 -0.005 0.005
0.001 -0.002 0.004
0.000 0.003 0.004
0.007 0.012 -0.010
-0.010 0.010 0.063
0.015 0.007 -0.005
0.010 -0.003 -0.011
-0.031 -0.070 0.249
0.009 -0.011 0.057
-0.040 -0.056 0.012
-0.048 0.022 0.008
0.018 -0.039 -0.044
0.056 -0.034 -0.048
-0.054 0.027 0.025
-0.078 0.046 0.024
0.134 0.006 -0.009
0.175 0.209 -0.104
-0.418 -0.399 -0.110
-0.126 -0.218 -0.049
-0.164 0.059 -0.171
0.014 0.007 -0.019
0.010 -0.002 -0.013
-0.027 0.006 0.002
-0.004 0.012 -0.012
-0.011 0.002 -0.002
-0.008 0.005 0.005
-0.012 0.012 0.003
0.022 -0.018 -0.008
-0.028 0.000 0.024
-0.055 0.034 -0.028
0.087 0.050 -0.045
-0.059 -0.129 -0.080
-0.196 -0.189 -0.194
0.099 0.175 0.037
-0.076 -0.056 -0.034
-0.001 -0.055 0.043
0.009 -0.026 0.006
-0.002 0.001 -0.007
-0.015 0.001 0.009
0.016 0.020 -0.006
-0.029 -0.046 0.029
-0.032 -0.010 -0.008
-0.217 -0.032 0.035
0.023 0.011 0.004
-0.011 0.006 -0.009
-0.003 -0.019 -0.004
-0.010 0.008 0.016
0.008 0.004 -0.002
0.011 0.000 -0.012



Formula: C3H6OS
Source: the Open Molecules 2025 dataset
Level of theory: ωB97M-V/def2-TZVPD

Computed properties:
Kohn-Sham gap: 0.33883 Eh
Energy: -591.23860 Eh
Energy above the lowest of the compared OMol25 structures with the same formula, charge and spin: 59.24 kcal per mole

Last column: Löwdin charge in e.
Cartesian coordinates (Å):
C: -1.26647 0.32371 -0.12933  -0.15
C: -0.05720 -0.58307 -0.36306  -0.27
C: 1.12985 -0.02364 0.42236  -0.70
O: 1.87423 0.96684 -0.19596  -0.45
S: 2.78803 -0.40893 -0.00886  0.90
H: -1.63421 0.29297 0.92454  0.07
H: -2.19713 -0.15956 -0.43026  0.06
H: -1.20130 1.46830 -0.36945  0.12
H: 0.18920 -0.54199 -1.42549  0.10
H: -0.29685 -1.62448 0.07590  0.14
H: 0.67185 0.28986 1.49960  0.17

Cartesian forces, eV/Å:
-1.350 1.184 1.542
-0.008 -0.091 0.941
-2.572 0.444 1.953
-0.596 1.593 -0.519
0.660 -1.243 0.654
1.201 0.307 0.072
0.108 0.342 -1.461
0.024 -2.405 -0.065
0.080 -0.688 0.060
0.436 1.473 -1.135
2.015 -0.915 -2.043



Formula: C8H16IN2OS
Source: the Open Molecules 2025 dataset
Level of theory: ωB97M-V/def2-TZVPD

Computed properties:
Kohn-Sham gap: 0.32026 Eh
Energy: -1194.71527 Eh
Total charge: +1
Energy above the lowest of the compared OMol25 structures with the same formula, charge and spin: 0.00 kcal per mole

Last column: Löwdin charge in e.
Cartesian coordinates (Å):
C: -2.06465 0.37841 -3.15081  -0.17
C: -1.91724 -0.98640 -2.54871  -0.83
I: -1.97531 -2.43652 -4.08857  0.91
C: -0.64464 -1.06795 -1.73529  -0.31
C: -0.58256 -0.20847 -0.52527  -0.15
C: 0.71641 -0.27660 0.18970  -0.39
N: 1.74381 -0.84231 -0.28380  -0.23
S: 3.16660 -0.70530 0.54721  1.02
C: 2.33524 0.66791 1.64520  -0.53
O: 2.60183 0.64756 2.93862  0.06
N: 0.89035 0.37358 1.49111  -0.25
C: 0.50246 -0.71770 2.50116  0.05
C: 0.08608 1.63503 1.74165  0.04
H: -1.40755 0.57950 -3.94236  0.07
H: -2.98581 0.26069 -3.64748  0.05
H: -2.07224 1.08508 -2.33765  0.07
H: -2.73502 -1.19000 -1.88166  0.08
H: -0.26614 -2.07541 -1.43082  0.12
H: 0.18454 -0.81410 -2.31952  0.10
H: -0.78439 0.78902 -1.01587  0.13
H: -1.40498 -0.16185 0.28494  0.15
H: 2.48014 1.59263 1.00850  0.16
H: 3.43521 0.90399 3.16487  0.10
H: 0.72829 -0.40764 3.47099  0.09
H: -0.57320 -1.03571 2.45082  0.14
H: 0.95894 -1.63422 2.18483  0.10
H: 0.63627 2.07732 2.61589  0.13
H: -0.03289 2.25100 0.76149  0.14
H: -1.01958 1.31846 1.91082  0.14

Cartesian forces, eV/Å:
-0.922 -1.097 0.689
1.177 -0.235 0.747
0.070 -0.316 -0.050
0.429 -3.175 0.919
-1.816 2.695 1.299
0.667 0.107 -1.973
-0.650 -0.083 -0.427
-0.600 0.849 1.181
0.832 -0.318 -3.302
-3.072 -0.529 0.591
-1.375 -0.828 1.184
-1.978 -0.823 -1.432
-1.674 -0.061 -1.024
1.524 0.428 -0.668
-1.597 0.945 -0.408
-0.245 0.781 -0.226
-0.613 -0.200 0.038
-1.138 0.136 -0.281
1.222 0.933 -1.252
0.905 -0.188 1.109
0.735 -1.006 -1.395
0.198 -0.471 1.210
3.774 1.249 0.892
0.481 0.349 1.359
0.666 1.203 -0.285
1.058 -0.252 0.161
-1.201 0.158 -0.944
1.027 -0.806 1.885
2.115 0.552 0.401